Record 1
{
  "formula": "C4H9NO2",
  "method": "ωB97M-V/def2-TZVPD",
  "symbols": ["C", "C", "C", "C", "N", "O", "O", "H", "H", "H", "H", "H", "H", "H", "H", "H"],
  "coordinates": [[-0.16193, -1.39688, -0.48299], [0.26302, 0.04936, -0.63357], [-1.50432, 0.84444, 0.22924], [1.44344, 0.53505, 0.23946], [-1.84391, -0.45226, 0.81883], [-1.56029, -1.46250, -0.07673], [-2.34686, 1.18055, -0.74606], [-0.28510, -1.88736, -1.43769], [0.41498, -1.73654, 0.30625], [0.05456, 0.40564, -1.66170], [-1.29012, 1.55595, 0.88948], [2.42349, 0.22948, -0.10297], [1.16365, -0.02018, 1.21627], [1.44344, 1.56586, 0.25268], [-1.32688, -0.64987, 1.64988], [-2.78447, 0.43748, -1.17522]],
  "atomic_forces_ev_per_a": [[-1.40, 2.72, -1.28], [-2.69, 1.40, 0.24], [1.93, -7.28, -3.03], [-1.93, -3.54, -0.01], [-0.83, 1.60, -0.06], [-0.42, -0.08, -0.23], [-0.73, 1.47, -0.82], [1.06, -0.71, 0.03], [1.30, -1.93, 1.19], [0.82, 0.17, 0.61], [0.83, 3.04, 2.57], [0.24, -0.43, -0.05], [1.09, 1.50, -0.97], [-0.07, 2.24, 0.69], [0.48, 0.18, 0.77], [0.33, -0.34, 0.34]],
  "e_above_lowest_kj_mol": 513.3,
  "lumo_ev": 1.0,
  "homo_energy_ev": -8.2,
  "charge": 0
}

***

Record 2
{
  "formula": "C4H8N2O",
  "method": "ωB97M-V/def2-TZVPD",
  "symbols": ["C", "C", "N", "C", "C", "N", "O", "H", "H", "H", "H", "H", "H", "H", "H"],
  "coordinates": [[-0.13343, 1.85854, -0.98030], [0.05815, 0.36037, -0.95701], [1.27499, -0.28731, -0.40749], [1.04260, 0.06640, 1.00850], [-0.03137, -0.53449, 0.20813], [-0.56034, -1.85394, 0.24435], [-1.41132, -1.98231, 1.37577], [0.48441, 2.28697, -1.77661], [0.13639, 2.35087, -0.04324], [-1.17916, 2.09852, -1.19748], [-0.22558, -0.12488, -1.89193], [0.99557, 1.11070, 1.31302], [1.58469, -0.58210, 1.69376], [0.21044, -2.49518, 0.42458], [-2.24603, -2.27216, 0.98596]],
  "atomic_forces_ev_per_a": [[0.02, 0.02, 0.05], [-0.19, 0.10, -0.20], [0.19, -0.01, -0.09], [0.13, 0.09, 0.29], [-0.10, -0.07, -0.05], [0.30, 0.01, -0.08], [-0.35, -0.07, 0.04], [-0.09, -0.04, 0.10], [-0.06, -0.10, -0.12], [0.13, -0.05, 0.03], [0.05, 0.06, 0.12], [0.00, -0.17, -0.08], [-0.10, 0.08, -0.09], [-0.06, 0.07, -0.03], [0.11, 0.07, 0.12]],
  "e_above_lowest_kj_mol": 470.5,
  "lumo_ev": 1.0,
  "smiles": "C[C@H]1N2C[C@@]12NO",
  "homo_energy_ev": -9.7,
  "charge": 0
}

***

Record 3
{
  "formula": "C29H29IrN3S2Sb",
  "method": "ωB97M-V/def2-TZVPD",
  "symbols": ["Ir", "C", "S", "C", "S", "N", "N", "C", "C", "C", "C", "C", "C", "N", "H", "H", "H", "H", "H", "H", "H", "H", "C", "C", "C", "C", "C", "C", "C", "Sb", "C", "C", "C", "C", "C", "C", "C", "C", "C", "C", "C", "C", "C", "C", "H", "H", "H", "H", "H", "H", "H", "H", "H", "H", "H", "H", "H", "H", "H", "H", "H", "H", "H", "H", "H"],
  "coordinates": [[-0.22390, -0.48540, -0.08620], [3.92690, 2.63290, 1.75430], [3.65740, 2.27950, 0.00000], [2.07510, 1.52540, 0.04970], [2.03740, -0.17080, -0.42840], [0.97600, 2.16940, 0.27130], [-0.14470, 1.51580, 0.22740], [-1.34100, 2.12830, 0.20730], [-2.45620, 1.31570, -0.02910], [-3.78350, 1.79510, 0.00950], [-4.81780, 0.96080, -0.32250], [-4.52950, -0.34970, -0.73070], [-3.21910, -0.77580, -0.73160], [-2.19860, -0.00090, -0.35810], [4.82650, 3.23840, 1.81250], [4.07510, 1.69440, 2.28490], [3.07560, 3.17470, 2.15540], [-1.40880, 3.20380, 0.29640], [-3.95040, 2.81820, 0.30100], [-5.83840, 1.30230, -0.26920], [-5.30990, -1.02230, -1.04470], [-2.97060, -1.78430, -1.03900], [-2.39040, -2.71850, 2.27610], [-2.78710, -3.62720, 1.15260], [-4.03630, -4.23960, 1.13430], [-4.42900, -5.01980, 0.05910], [-3.57950, -5.20770, -1.01920], [-2.31800, -4.63780, -1.00630], [-1.92690, -3.88120, 0.08630], [0.06490, -3.08940, 0.09600], [1.01820, -4.23300, 1.64700], [0.26450, -5.18800, 2.31570], [0.86110, -5.98380, 3.28020], [2.20240, -5.80230, 3.58810], [2.94630, -4.84480, 2.92100], [2.37040, -4.04460, 1.93730], [3.18750, -3.02090, 1.21690], [0.85110, -3.70300, -1.80660], [0.92100, -2.71480, -2.77620], [1.37570, -3.02020, -4.04840], [1.76130, -4.32100, -4.33720], [1.68920, -5.30190, -3.36580], [1.23220, -5.01790, -2.07800], [1.15410, -6.10200, -1.05330], [-3.24480, -2.48730, 2.90680], [-1.98630, -1.77310, 1.88840], [-1.62880, -3.18260, 2.90610], [-4.70390, -4.09190, 1.97050], [-5.41280, -5.46380, 0.05160], [-3.88850, -5.79160, -1.87000], [-1.64020, -4.78690, -1.83800], [-0.77900, -5.34080, 2.06750], [0.28130, -6.74220, 3.78460], [2.66990, -6.41020, 4.34800], [3.99010, -4.70710, 3.16340], [4.24450, -3.15670, 1.42660], [2.90560, -2.01420, 1.53350], [3.04330, -3.09240, 0.13540], [0.61620, -1.69630, -2.54050], [1.42950, -2.24970, -4.80080], [2.11750, -4.57230, -5.32410], [1.98000, -6.31580, -3.59990], [1.20710, -7.07950, -1.52450], [0.22500, -6.04470, -0.48360], [1.98970, -6.02360, -0.35490]],
  "atomic_forces_ev_per_a": [[2.85, 0.39, 1.04], [-0.39, -0.17, 0.21], [0.09, -0.16, -0.18], [-0.52, 0.01, -0.12], [-2.71, -0.49, 0.12], [1.70, 2.18, 0.45], [-3.66, -0.68, -1.11], [3.34, 0.25, 0.43], [-1.85, -0.97, -0.27], [1.44, 0.10, 0.12], [-0.20, -0.97, -0.22], [-0.10, 0.86, 0.17], [0.04, -0.70, -0.42], [0.46, 0.33, 0.16], [0.01, 0.05, -0.07], [0.06, 0.11, 0.04], [0.08, 0.12, 0.06], [0.05, 0.11, 0.20], [-0.05, 0.18, 0.00], [-0.13, 0.08, -0.05], [-0.07, -0.13, 0.03], [0.05, -0.01, 0.13], [0.01, -0.12, 0.11], [-0.13, -0.12, -0.07], [0.05, 0.20, 0.01], [-0.08, -0.03, -0.09], [-0.09, 0.03, -0.10], [0.02, -0.13, 0.02], [0.85, 0.24, -0.01], [-0.54, -1.09, -0.96], [-0.04, 0.56, -0.08], [-0.14, -0.01, -0.13], [0.08, 0.03, 0.02], [-0.13, -0.04, -0.01], [-0.09, 0.10, -0.11], [-0.16, -0.08, 0.04], [0.04, 0.06, -0.04], [-0.24, 0.02, 0.82], [0.03, 0.24, -0.14], [0.02, 0.00, 0.02], [0.00, 0.15, -0.04], [-0.10, -0.01, 0.26], [0.00, 0.07, -0.31], [0.09, -0.09, 0.09], [-0.01, 0.08, 0.07], [0.01, -0.01, 0.13], [0.07, 0.11, 0.05], [-0.12, 0.02, 0.06], [-0.06, -0.09, 0.03], [-0.10, -0.12, -0.09], [-0.01, -0.07, -0.03], [-0.03, -0.02, 0.01], [-0.04, -0.03, 0.04], [0.03, -0.06, 0.04], [0.09, -0.02, 0.00], [0.08, 0.07, -0.06], [0.05, 0.06, 0.06], [0.08, 0.00, -0.07], [0.01, -0.13, -0.12], [0.01, 0.06, -0.11], [0.03, -0.01, -0.10], [0.04, -0.07, -0.04], [-0.03, -0.07, 0.00], [0.02, -0.09, 0.04], [-0.05, -0.06, 0.09]],
  "lumo_ev": [-9.2, -9.5],
  "homo_energy_ev": [-13.9, -13.9],
  "charge": 2
}

***

Record 4
{
  "formula": "C21H56O21S7",
  "method": "ωB97M-V/def2-TZVPD",
  "symbols": ["C", "C", "O", "S", "C", "O", "O", "H", "H", "H", "H", "H", "H", "H", "H", "C", "C", "O", "S", "C", "O", "O", "H", "H", "H", "H", "H", "H", "H", "H", "C", "C", "O", "S", "C", "O", "O", "H", "H", "H", "H", "H", "H", "H", "H", "C", "C", "O", "S", "C", "O", "O", "H", "H", "H", "H", "H", "H", "H", "H", "C", "C", "O", "S", "C", "O", "O", "H", "H", "H", "H", "H", "H", "H", "H", "C", "C", "O", "S", "C", "O", "O", "H", "H", "H", "H", "H", "H", "H", "H", "C", "C", "O", "S", "C", "O", "O", "H", "H", "H", "H", "H", "H", "H", "H"],
  "coordinates": [[-1.17697, 0.96503, 5.12896], [-2.13265, 2.16740, 4.96926], [-2.85606, 2.31522, 3.75480], [-2.61245, 3.69121, 2.76648], [-0.75566, 4.00648, 2.89372], [-2.89186, 3.19106, 1.46393], [-3.44477, 4.76758, 3.25619], [-0.66136, 1.08922, 6.08123], [-0.36580, 0.99015, 4.40131], [-1.64861, -0.00479, 4.97051], [-2.89328, 1.96928, 5.72444], [-1.69367, 3.06090, 5.41316], [-0.39046, 3.03126, 2.57175], [-0.47733, 4.33915, 3.89370], [-0.46811, 4.67209, 2.07986], [-1.53303, -5.74494, -6.45111], [-0.71175, -4.82674, -5.44104], [-1.57895, -3.96238, -4.66328], [-0.89574, -2.94369, -3.53965], [0.15642, -1.95215, -4.74435], [-1.97536, -2.04879, -3.06241], [-0.09500, -3.66307, -2.51512], [-0.92282, -6.48700, -6.96598], [-2.18248, -5.23788, -7.16470], [-2.27037, -6.25359, -5.83005], [-0.15075, -5.47283, -4.76581], [0.01460, -4.31316, -6.07092], [-0.49123, -1.46276, -5.47177], [0.94063, -2.52564, -5.23855], [0.53273, -1.09718, -4.18265], [-4.52091, -3.51839, 3.16307], [-4.92719, -3.03272, 1.79813], [-5.08630, -4.24522, 1.02910], [-3.84951, -4.91794, 0.06421], [-4.02100, -3.72363, -1.33417], [-2.49027, -4.73992, 0.64762], [-4.31122, -6.21829, -0.49068], [-4.26108, -2.78156, 3.92311], [-3.63482, -4.15251, 3.13415], [-5.34039, -3.99306, 3.70274], [-5.80067, -2.38436, 1.86706], [-4.02557, -2.58607, 1.37898], [-3.49209, -2.79426, -1.12293], [-5.06169, -3.64967, -1.64977], [-3.55027, -4.18805, -2.20067], [0.04913, -5.89337, 2.22404], [0.25709, -4.38324, 2.24941], [0.28407, -3.99507, 3.57430], [-0.35053, -2.46912, 3.96167], [-0.48221, -2.64076, 5.77638], [0.71085, -1.44629, 3.73880], [-1.70041, -2.21462, 3.41156], [0.49514, -6.25038, 1.29575], [-0.99733, -6.19388, 2.27600], [0.56907, -6.55912, 2.91292], [1.23741, -4.13664, 1.84167], [-0.40220, -3.79365, 1.61236], [0.46791, -3.02441, 6.14811], [-1.36948, -3.26938, 5.85175], [-0.96537, -1.77171, 6.22291], [-0.53302, 1.84750, -4.16085], [0.78073, 2.31997, -4.77202], [0.70373, 3.29463, -5.80097], [0.26159, 2.93406, -7.32533], [1.81423, 1.93506, -7.83236], [-0.95101, 2.08616, -7.31842], [0.32216, 4.12772, -8.14989], [-0.37291, 1.00275, -3.49089], [-1.16079, 1.33287, -4.88828], [-0.96907, 2.69433, -3.63091], [1.37737, 2.67169, -3.93035], [1.37707, 1.49123, -5.15370], [1.77859, 1.63843, -8.88062], [1.72741, 1.04790, -7.20505], [2.76626, 2.44042, -7.67008], [-1.28422, 0.10138, -0.32834], [-0.47285, 0.18128, 0.97310], [0.19795, 1.38602, 1.07286], [1.78259, 1.45315, 0.64611], [2.45680, 1.00023, 2.30663], [2.06462, 0.43542, -0.35062], [2.27161, 2.79673, 0.47147], [-0.76242, 0.34918, -1.25269], [-2.27313, 0.55264, -0.24749], [-1.45459, -0.95630, -0.52930], [-1.04669, 0.09628, 1.89592], [0.22953, -0.65134, 0.93437], [1.73308, 1.31698, 3.05764], [3.45339, 1.41837, 2.44829], [2.57498, -0.07790, 2.41505], [5.62525, 3.52085, 1.70246], [4.78561, 4.88661, 1.60174], [5.72663, 5.90674, 1.63109], [5.13214, 7.42383, 1.77332], [6.71025, 8.33133, 1.98966], [4.50044, 7.80908, 0.52782], [4.43717, 7.59877, 3.04537], [6.67905, 3.71049, 1.49838], [5.43033, 2.92181, 0.81293], [5.39295, 2.94684, 2.59948], [4.33920, 5.08231, 0.62680], [4.03574, 4.76304, 2.38311], [6.45437, 9.34281, 2.30518], [7.33318, 8.32159, 1.09525], [7.22631, 7.87538, 2.83457]],
  "atomic_forces_ev_per_a": [[0.44, 0.97, -1.38], [-0.65, -0.91, 2.00], [1.26, 1.65, -1.31], [-0.17, -0.35, 1.13], [-1.69, -0.77, -0.40], [0.29, -0.20, -0.25], [1.28, -0.86, 0.16], [-0.35, -0.35, 0.25], [0.07, 0.08, -0.25], [-0.24, 0.20, 0.36], [-0.43, 0.00, -0.03], [0.31, 0.41, -0.84], [0.26, -0.05, 0.50], [0.00, -0.08, -0.29], [-0.39, 0.36, 0.27], [-0.76, 0.71, 1.86], [-0.12, -1.37, -1.36], [0.49, 0.63, 0.79], [0.09, 0.61, 0.46], [-0.67, 0.22, 1.03], [2.12, -2.08, -1.28], [-1.68, 1.37, -2.81], [0.23, 0.25, 0.22], [0.56, 0.55, -0.11], [0.13, -0.47, 0.04], [-0.11, 0.00, 0.09], [-0.10, 0.68, 0.35], [-0.41, -0.59, -0.04], [-0.13, -0.04, 0.42], [0.41, -0.38, 0.34], [-0.11, 0.08, 1.84], [2.64, -0.90, 0.74], [0.18, -1.97, -1.53], [-0.19, 0.99, -1.52], [0.47, -1.05, 0.07], [-3.28, -0.62, -0.69], [0.91, 2.85, 2.30], [0.16, 0.83, -0.56], [-0.26, -0.21, -0.27], [-0.15, -0.67, -0.49], [-0.10, -0.39, -0.85], [-0.37, 0.97, -0.08], [-0.37, -0.06, 0.13], [-0.05, 0.26, 0.67], [0.41, -0.14, 0.25], [-0.20, -0.52, -1.09], [1.22, -1.04, -1.65], [-1.83, 3.44, 3.21], [1.01, 1.61, 0.06], [-1.35, -0.77, -1.54], [-2.04, -2.17, -0.14], [2.70, -0.93, 0.64], [-0.52, 0.04, -0.47], [-0.01, 0.24, -0.22], [0.31, 0.92, 0.77], [0.31, -0.20, -0.07], [-0.71, -0.41, 0.29], [-0.42, 0.18, 0.25], [0.54, -1.11, 0.24], [1.14, 0.72, -0.31], [0.18, -0.42, -0.67], [0.15, -1.79, 0.70], [-0.63, 1.12, -1.13], [0.68, -1.22, -1.20], [-1.51, -0.11, 0.59], [2.64, 1.56, 0.13], [-0.44, -1.12, 1.71], [0.54, 0.38, 0.59], [-0.43, 0.86, -0.26], [-0.50, -0.35, -0.13], [0.15, 0.86, -0.45], [-0.13, -0.31, -0.09], [-0.51, 0.18, 0.08], [0.29, -0.09, -0.16], [-0.47, 0.42, 0.34], [-0.53, -1.12, 0.42], [-0.76, -1.84, -1.34], [2.58, 2.91, -0.58], [1.00, -1.34, 1.83], [-0.08, -0.69, -0.64], [-0.54, 1.11, 0.84], [-1.38, -0.40, -0.39], [0.24, 0.77, 0.40], [0.24, 0.38, -0.17], [-0.30, -0.30, 0.29], [-0.30, -0.11, -0.26], [0.17, 0.01, 0.31], [0.21, 0.25, -0.14], [-0.27, 0.37, -0.22], [-0.33, -0.06, -0.28], [-0.75, 1.10, -1.69], [0.23, -3.21, -1.15], [0.82, 2.96, 1.72], [0.65, 1.14, 0.68], [-0.49, -0.71, 0.12], [0.41, -0.59, 1.15], [0.50, -0.72, -1.68], [0.14, 0.28, 0.91], [-0.69, -0.29, 0.15], [0.37, 0.23, -0.05], [-0.71, -1.09, 0.06], [0.05, 1.17, 0.21], [-0.26, -0.07, -0.32], [-0.27, -0.06, 0.03], [-0.04, -0.18, -0.16]],
  "e_above_lowest_kj_mol": 583.4,
  "lumo_ev": 0.1,
  "smiles": "CCOS(C)(=O)=O.CCOS(C)(=O)=O.CCOS(C)(=O)=O.CCOS(C)(=O)=O.CCOS(C)(=O)=O.CCOS(C)(=O)=O.CCOS(C)(=O)=O",
  "homo_energy_ev": -10.7,
  "charge": 0
}